Entry 1:
10
Properties=species:S:1:pos:R:3 method="wB97M-V/def2-TZVPD" homo_energy_ev=-2.20 energy_ev=-14496.284 relative_energy_kcal_mol=26.70 max_force_ev_per_a=1.53 orbital_gap_ha=0.2399 charge=-1 e_lumo_ev=4.33
C 1.556 -0.261 -0.777
N 2.784 -0.290 -0.420
H 1.119 0.723 -0.873
H 0.956 -1.142 -0.994
H 3.096 -1.256 -0.278
C -1.914 0.457 0.789
S -1.478 0.281 -0.963
H -2.838 -0.076 1.055
H -1.137 0.061 1.450
H -2.145 1.503 1.011


Entry 2:
10
Properties=species:S:1:pos:R:3 method="wB97M-V/def2-TZVPD" homo_energy_ev=-2.69 energy_ev=-14496.882 relative_energy_kcal_mol=12.91 max_force_ev_per_a=1.45 orbital_gap_ha=0.2432 charge=-1 e_lumo_ev=3.93
S -3.241 -1.061 -0.616
H -2.622 -1.620 0.440
C 1.021 1.513 -0.061
C 1.164 0.180 -0.125
N 0.160 -0.725 0.078
H 0.016 1.780 0.215
H 1.769 2.213 -0.383
H 2.159 -0.264 -0.105
H -0.808 -0.432 0.018
H 0.382 -1.585 0.539


Entry 3:
10
Properties=species:S:1:pos:R:3 method="wB97M-V/def2-TZVPD" homo_energy_ev=-8.93 energy_ev=-6263.849 relative_energy_kcal_mol=55.48 max_force_ev_per_a=4.37 smiles="C=CO.O" orbital_gap_ha=0.3481 charge=0 e_lumo_ev=0.55
C -0.286 0.881 -0.414
C 0.422 1.667 0.468
O 1.184 1.083 1.467
H -0.120 1.046 -1.488
H -0.966 0.028 -0.136
H 0.913 2.571 -0.006
H 1.513 0.267 1.049
H -0.550 -2.582 0.342
H -1.528 -2.478 -0.690
O -0.584 -2.482 -0.592


Entry 4:
10
Properties=species:S:1:pos:R:3 method="wB97M-V/def2-TZVPD" homo_energy_ev=-9.92 energy_ev=-6265.556 relative_energy_kcal_mol=16.13 max_force_ev_per_a=3.24 smiles="CC=O.O" orbital_gap_ha=0.3942 charge=0 e_lumo_ev=0.81
O 0.931 0.356 3.521
C 0.870 0.894 2.405
C 0.057 0.322 1.231
H 1.415 1.834 2.145
H 0.176 -0.768 1.107
H 0.369 0.818 0.297
H -1.010 0.541 1.405
O -0.686 -1.299 -3.725
H -1.669 -1.335 -3.706
H -0.454 -1.364 -4.680


Entry 5:
10
Properties=species:S:1:pos:R:3 method="wB97M-V/def2-TZVPD" homo_energy_ev=-10.01 energy_ev=-6265.223 relative_energy_kcal_mol=23.81 max_force_ev_per_a=0.58 smiles="C=CO.O" orbital_gap_ha=0.3972 charge=0 e_lumo_ev=0.80
C 0.807 -1.239 -0.114
C -0.476 -1.136 0.170
O -1.021 -0.197 1.022
H 1.061 -2.021 -0.808
H 1.550 -0.580 0.289
H -1.231 -1.735 -0.325
H -0.713 -0.308 1.927
H 0.327 1.197 -0.877
H -0.124 2.635 -0.655
O 0.598 2.111 -1.025


Entry 6:
10
Properties=species:S:1:pos:R:3 method="wB97M-V/def2-TZVPD" homo_energy_ev=-10.17 energy_ev=-6263.487 relative_energy_kcal_mol=63.82 max_force_ev_per_a=2.58 orbital_gap_ha=0.3892 charge=0 e_lumo_ev=0.42
O -0.531 1.115 -0.493
C -0.675 -0.267 -0.379
C 0.744 -0.717 -0.090
O 1.616 0.106 -0.354
H -0.321 1.094 1.114
H -1.390 -0.651 0.372
H -0.944 -0.675 -1.359
H -0.024 0.667 1.699
H 1.037 -1.721 0.204
H 0.566 1.109 -0.557


Entry 7:
10
Properties=species:S:1:pos:R:3 method="wB97M-V/def2-TZVPD" homo_energy_ev=-10.13 energy_ev=-6264.691 relative_energy_kcal_mol=36.07 max_force_ev_per_a=0.83 smiles="C=O.CO" orbital_gap_ha=0.4086 charge=0 e_lumo_ev=0.98
C -0.476 0.660 -3.095
O -0.671 -0.505 -2.287
H -0.806 0.485 -4.128
H -1.062 1.495 -2.709
H 0.578 0.910 -3.162
H -1.573 -0.781 -2.490
O 0.560 -0.680 2.726
C 0.822 0.349 3.276
H 0.396 1.304 2.968
H 1.467 0.342 4.177


Entry 8:
10
Properties=species:S:1:pos:R:3 method="wB97M-V/def2-TZVPD" homo_energy_ev=-9.86 energy_ev=-6264.772 relative_energy_kcal_mol=34.20 max_force_ev_per_a=1.10 smiles="C=O.CO" orbital_gap_ha=0.3902 charge=0 e_lumo_ev=0.76
C 1.343 -1.188 0.999
O 0.096 -0.737 0.490
H 1.718 -2.041 0.440
H 1.234 -1.515 2.027
H 2.023 -0.337 0.932
H -0.389 -1.489 0.128
O -0.807 2.499 -1.946
C -1.500 1.793 -1.274
H -1.138 1.342 -0.331
H -2.582 1.673 -1.465


Entry 9:
10
Properties=species:S:1:pos:R:3 method="wB97M-V/def2-TZVPD" homo_energy_ev=-9.26 energy_ev=-6263.470 relative_energy_kcal_mol=64.23 max_force_ev_per_a=3.30 smiles=OCCO orbital_gap_ha=0.3748 charge=0 e_lumo_ev=0.94
O -1.217 1.215 -0.261
C -0.846 -0.172 -0.036
C 0.766 -0.735 0.303
O 1.194 0.502 -0.261
H -0.979 1.548 -1.145
H -1.414 -0.372 0.849
H -1.055 -0.716 -0.946
H 1.226 -0.868 1.329
H 1.324 -1.533 -0.273
H 1.001 1.131 0.441


Entry 10:
12
Properties=species:S:1:pos:R:3 method="wB97M-V/def2-TZVPD" homo_energy_ev=-4.47 energy_ev=-26391.661 relative_energy_kcal_mol=54.14 max_force_ev_per_a=3.69 orbital_gap_ha=0.2490 charge=-1 e_lumo_ev=2.31
C 0.169 0.995 0.465
C 1.304 -1.982 -0.013
O -2.359 2.150 -0.021
O -1.202 0.716 -1.862
P -1.492 1.021 -0.432
S 2.894 -1.863 -0.183
H 0.555 1.604 -0.264
H -0.087 1.469 1.470
H 0.615 -0.012 0.528
H 0.907 -2.564 0.778
H -2.028 -0.060 0.304
H 0.725 -1.475 -0.771


Entry 11:
11
Properties=species:S:1:pos:R:3 method="wB97M-V/def2-TZVPD" homo_energy_ev="-8.16 / -8.16" energy_ev=-17098.470 relative_energy_kcal_mol=70.36 max_force_ev_per_a=3.11 orbital_gap_ha="0.3215 / 0.3215" charge=0 e_lumo_ev="0.58 / 0.58"
C -0.374 -0.522 -0.653
C 0.745 0.279 -0.055
O 1.958 -0.136 -0.436
O 0.602 1.620 -0.018
S -1.996 -0.009 -0.024
H -0.224 -1.591 -0.513
H -0.395 -0.303 -1.726
H 0.821 -0.121 1.908
H 2.627 0.480 -0.115
H -0.318 1.848 0.193
H -1.804 -0.459 1.213


Entry 12:
11
Properties=species:S:1:pos:R:3 method="wB97M-V/def2-TZVPD" homo_energy_ev=-9.52 energy_ev=-17100.846 relative_energy_kcal_mol=15.57 max_force_ev_per_a=1.31 smiles="O=CO.CS" orbital_gap_ha=0.3731 charge=0 e_lumo_ev=0.63
C -1.904 0.390 0.848
S -1.546 0.341 -0.909
H -2.928 0.623 1.132
H -1.596 -0.530 1.338
H -1.283 1.176 1.285
H -1.917 1.605 -1.125
O 3.372 -1.179 -1.308
C 2.664 -0.831 -0.421
O 1.561 -0.061 -0.565
H 2.823 -1.057 0.641
H 0.755 -0.477 -0.917


Entry 13:
11
Properties=species:S:1:pos:R:3 method="wB97M-V/def2-TZVPD" homo_energy_ev="-14.63 / -14.60" energy_ev=-17090.753 multiplicity=2 relative_energy_kcal_mol=34.02 max_force_ev_per_a=4.63 orbital_gap_ha="0.3506 / 0.1729" charge=+1 e_lumo_ev="-5.09 / -9.89"
C -1.226 0.236 1.004
S -2.242 -0.095 -0.657
H -1.976 0.474 1.734
H -0.767 -0.714 1.327
H -0.540 0.863 0.611
H -2.506 1.183 -0.879
O 2.569 -1.509 -1.039
C 2.280 -0.437 -0.570
O 1.110 0.305 -0.873
H 2.906 0.033 0.154
H 0.392 -0.339 -0.810


Entry 14:
12
Properties=species:S:1:pos:R:3 method="wB97M-V/def2-TZVPD" homo_energy_ev=-8.20 energy_ev=-27936.202 relative_energy_kcal_mol=16.37 max_force_ev_per_a=0.98 smiles="O=CO.CSS" orbital_gap_ha=0.3162 charge=0 e_lumo_ev=0.41
C -1.078 -1.928 0.624
S -1.002 -0.499 -0.495
S -1.479 1.089 0.833
H -0.076 -2.133 0.996
H -1.712 -1.753 1.483
H -1.413 -2.782 0.042
H -1.960 0.299 1.789
O 2.426 0.574 -0.382
C 1.793 1.146 -1.220
O 1.122 2.317 -0.994
H 1.699 0.813 -2.261
H 1.681 2.858 -0.415


Entry 15:
12
Properties=species:S:1:pos:R:3 method="wB97M-V/def2-TZVPD" homo_energy_ev=-9.63 energy_ev=-27936.362 relative_energy_kcal_mol=12.70 max_force_ev_per_a=0.63 smiles="O=CO.CSS" orbital_gap_ha=0.3666 charge=0 e_lumo_ev=0.35
C 2.207 0.833 -0.466
S 0.875 -0.263 -1.092
S 0.658 -1.742 0.308
H 2.525 0.515 0.522
H 3.011 0.722 -1.180
H 1.804 1.851 -0.393
H 1.377 -2.683 -0.327
O -1.652 1.814 1.587
C -1.976 1.444 0.503
O -2.281 0.152 0.208
H -2.025 2.149 -0.353
H -1.576 -0.132 -0.404


Entry 16:
11
Properties=species:S:1:pos:R:3 method="wB97M-V/def2-TZVPD" homo_energy_ev=-10.29 energy_ev=-14142.199 relative_energy_kcal_mol=66.85 max_force_ev_per_a=3.86 smiles="C=C[SiH]=O.O" orbital_gap_ha=0.3772 charge=0 e_lumo_ev=-0.03
C -1.545 0.819 -0.181
C -1.312 0.033 0.833
O 1.964 -1.067 -0.916
O 0.432 -1.040 2.974
Si 0.119 0.052 2.014
H -2.346 0.574 -1.031
H -0.983 1.682 -0.178
H -2.016 -0.873 0.673
H 1.407 -1.273 -1.664
H 2.235 -1.952 -0.452
H 0.977 1.324 2.066


Entry 17:
11
Properties=species:S:1:pos:R:3 method="wB97M-V/def2-TZVPD" homo_energy_ev=-10.63 energy_ev=-8313.489 relative_energy_kcal_mol=23.50 max_force_ev_per_a=3.39 smiles="CC(=O)O.O" orbital_gap_ha=0.4076 charge=0 e_lumo_ev=0.47
O -1.802 0.300 -1.005
C -0.601 0.261 -1.121
O 0.148 1.115 -0.307
C 0.126 -0.142 -2.365
H -0.245 0.867 0.557
H -0.318 0.505 -3.120
H 1.205 -0.057 -2.287
H -0.068 -1.192 -2.596
H 2.317 -1.719 4.014
H 0.997 -1.767 3.454
O 1.562 -1.133 3.916


Entry 18:
11
Properties=species:S:1:pos:R:3 method="wB97M-V/def2-TZVPD" homo_energy_ev=-10.12 energy_ev=-8313.525 relative_energy_kcal_mol=22.66 max_force_ev_per_a=4.63 smiles="CC(=O)O.O" orbital_gap_ha=0.3942 charge=0 e_lumo_ev=0.61
C 0.246 -1.247 -0.261
C 0.449 -0.239 0.815
O 1.511 0.599 0.549
O -0.282 -0.004 1.778
O -1.126 1.258 -0.517
H 0.625 -0.873 -1.192
H 0.581 -2.177 -0.085
H -0.852 -1.383 -0.358
H 1.635 1.268 1.152
H -1.073 2.146 -0.942
H -1.713 0.652 -0.939


Entry 19:
12
Properties=species:S:1:pos:R:3 method="wB97M-V/def2-TZVPD" homo_energy_ev=-2.59 energy_ev=-17600.174 relative_energy_kcal_mol=133.74 max_force_ev_per_a=3.73 smiles=COOP(C)[O-] orbital_gap_ha=0.2462 charge=-1 e_lumo_ev=4.11
C 1.429 1.223 0.623
C -0.660 -1.661 -0.571
O -2.711 0.004 0.121
O 0.685 1.820 -0.331
O -0.639 0.981 -0.567
P -1.302 -0.186 0.470
H 1.283 1.602 1.683
H 2.439 1.578 0.468
H 1.176 0.159 0.557
H -1.648 -2.082 -0.836
H 0.117 -2.170 -0.062
H -0.170 -1.269 -1.555


Entry 20:
12
Properties=species:S:1:pos:R:3 method="wB97M-V/def2-TZVPD" homo_energy_ev=-4.92 energy_ev=-17605.974 relative_energy_kcal_mol=0.00 max_force_ev_per_a=3.24 smiles="CO[P@](C)(=O)[O-]" orbital_gap_ha=0.3364 charge=-1 e_lumo_ev=4.23
C -1.193 -1.292 0.203
C 0.374 1.550 -0.206
O 2.260 -0.187 -1.129
O 1.455 -0.563 1.270
O -0.287 -0.867 -0.734
P 1.195 -0.042 -0.096
H -1.893 -0.416 0.307
H -0.908 -1.526 1.199
H -1.645 -2.211 -0.134
H -0.256 1.620 0.629
H 1.155 2.362 -0.183
H -0.258 1.572 -1.127